Density functional theory data (ωB97M-V/def2-TZVPD) for an isolated molecule of C17H19N3O3S2.

Computed properties:
HOMO (eV): -8.15
Structure (SMILES): C/C(=N\NC(=O)c1cccc(S(=O)(=O)N2CCCC2)c1)c1cccs1
Relative energy (zero: lowest compared OMol25 entry of this formula, charge and spin) (kcal per mole): 76.5
Spin multiplicity: 1
Orbital gap (eV): 8.3384
E_tot (Eh): -1845.5369
Net charge: 0

Last column: Mulliken charge in e.
Positions of all 44 atoms, in Å:
C1 4.4566 0.6162 0.8260  -1.643
C2 3.1309 0.5059 0.1213  0.973
N1 2.4413 -0.5693 0.0226  -0.103
N2 2.8155 -1.7381 0.5598  -0.402
C3 2.0907 -2.8879 0.4254  -0.069
O1 2.5229 -3.9271 0.8864  -0.659
C4 0.8042 -2.8037 -0.3225  0.188
C5 0.4302 -3.9160 -1.0755  -0.722
C6 -0.7439 -3.9123 -1.8068  -0.758
C7 -1.5614 -2.7923 -1.7948  -0.634
C8 -1.1964 -1.7021 -1.0285  0.027
S1 -2.2303 -0.2369 -1.0408  1.287
O2 -1.6754 0.7269 -1.9498  -0.678
O3 -3.5908 -0.6469 -1.2697  -0.748
N3 -1.9923 0.3347 0.5227  0.039
C9 -2.1066 1.7758 0.6831  -0.657
C10 -3.5136 1.9882 1.2368  -0.657
C11 -3.6483 0.8093 2.2007  -0.649
C12 -2.8481 -0.3105 1.5128  -0.706
C13 -0.0353 -1.6944 -0.2842  0.008
C14 2.5202 1.6539 -0.4979  0.469
C15 2.9069 2.9707 -0.5347  -0.708
C16 1.9911 3.7813 -1.2273  -0.647
C17 0.9263 3.0773 -1.7046  -0.504
S2 1.0049 1.4118 -1.3264  0.183
H1 4.3285 0.4476 1.8960  0.345
H2 4.8940 1.5966 0.6792  0.336
H3 5.1492 -0.1327 0.4404  0.395
H4 3.7046 -1.8376 1.0536  0.258
H5 1.0790 -4.7793 -1.0753  0.483
H6 -1.0210 -4.7780 -2.3889  0.412
H7 -2.4814 -2.7515 -2.3562  0.494
H8 -1.9272 2.2519 -0.2786  0.405
H9 -1.3467 2.1065 1.3995  0.276
H10 -3.6350 2.9525 1.7255  0.402
H11 -4.2387 1.8982 0.4274  0.296
H12 -4.6834 0.5213 2.3685  0.313
H13 -3.1946 1.0589 3.1606  0.315
H14 -3.5052 -1.0121 0.9949  0.497
H15 -2.2271 -0.8661 2.2210  0.267
H16 0.1945 -0.8299 0.3130  1.026
H17 3.8033 3.3572 -0.0832  0.324
H18 2.1187 4.8404 -1.3649  0.427
H19 0.0893 3.4416 -2.2666  0.501

Cartesian forces (eV/Å) of the 2 atoms listed first:
-0.26 -0.15 -0.07
0.34 -0.91 0.44